This record from OMol25 describes a 12-piece molecular cluster, C63H156N12O12 overall at a distorted geometry. The level of theory is wB97M-V/def2-TZVPD.

Structure (XYZ):
```
243
Properties=species:S:1:pos:R:3:forces:R:3
C 18.1751 13.1808 17.6353 -1.322 0.683 0.570
C 18.4182 12.0763 18.6712 -0.571 0.341 -0.865
C 19.6179 12.4727 19.4919 0.583 0.331 1.031
C 17.1332 12.0056 19.5106 0.158 -1.347 2.112
C 16.0232 11.0924 18.9633 0.323 -0.223 -1.440
C 16.5999 9.7275 18.4169 -0.067 -0.143 0.159
C 17.7895 9.8554 17.4090 -0.405 1.257 1.164
C 18.4565 8.5241 17.0865 0.315 0.802 -1.626
C 17.3179 10.4851 16.1386 -1.574 0.502 -0.744
N 18.7417 10.7994 18.0073 0.512 -1.078 2.174
O 19.8001 11.0344 17.1461 2.104 -0.451 -0.431
H 17.1380 12.9991 17.2797 0.644 0.740 -0.061
H 18.2056 14.1996 18.1231 0.029 -1.010 -0.633
H 18.8723 13.0845 16.8209 0.250 0.260 -0.353
H 20.5364 12.6357 18.9109 -0.431 0.082 -0.115
H 19.4178 13.3931 20.0657 -0.014 -0.187 -0.288
H 19.8605 11.7115 20.2288 -0.063 -0.258 0.124
H 17.3284 11.5513 20.5159 0.475 0.295 -0.590
H 16.8304 13.0332 19.7799 -0.188 -0.365 -0.516
H 15.2283 10.8688 19.6887 0.426 0.193 0.042
H 15.5122 11.6141 18.1420 0.059 -0.217 -0.006
H 15.8245 9.1943 17.8473 -0.080 0.222 0.223
H 16.8381 9.0312 19.2586 0.199 0.699 -0.480
H 17.7401 7.8903 16.5321 0.382 0.272 0.113
H 18.7861 7.9887 17.9338 0.356 -0.513 1.158
H 19.3561 8.7550 16.4331 -1.122 -0.502 0.634
H 18.0468 10.3992 15.3518 0.505 0.232 -0.219
H 17.0436 11.5518 16.3103 0.147 -1.096 -0.488
H 16.4349 9.9586 15.7703 -0.097 0.041 -0.056
H 20.6253 10.6673 17.5754 -1.454 0.500 -0.557
C 9.9345 12.8095 14.5626 -1.229 -1.564 1.165
C 11.0824 13.6587 15.0815 0.130 -0.747 -0.026
C 10.8139 15.0766 14.6271 0.344 0.265 0.902
C 11.1924 13.6423 16.5965 -0.229 0.885 1.170
C 11.8273 12.4256 17.2768 -1.226 0.804 -0.999
C 13.1278 12.1303 16.6195 0.910 -0.147 -1.113
C 13.0055 12.0090 15.0737 -0.248 -0.264 0.552
C 14.4004 11.8455 14.4509 -0.710 -1.245 -0.258
C 12.1891 10.7445 14.7280 -1.510 0.496 0.931
N 12.4081 13.2500 14.5902 0.181 -0.026 -0.493
O 12.3080 13.0611 13.1902 -0.116 0.310 -0.422
H 10.0758 12.4235 13.5547 0.193 0.089 0.093
H 9.7072 11.9386 15.2578 0.317 0.897 -0.931
H 9.0064 13.3887 14.5652 0.106 0.099 -0.055
H 11.6826 15.6556 14.9224 -0.019 0.511 0.129
H 10.7192 15.1700 13.5703 -0.175 -0.132 -0.904
H 9.8899 15.4328 15.1041 0.325 0.102 -0.074
H 11.7118 14.5400 16.9094 0.649 0.330 -0.103
H 10.2195 13.8261 17.0474 -0.474 -0.218 -0.166
H 11.9163 12.5834 18.3262 0.294 0.416 0.898
H 11.0392 11.7025 17.2063 0.054 -1.267 -0.211
H 13.6178 11.2253 16.9807 -0.016 -0.042 0.154
H 13.8017 12.9857 16.7940 -0.027 -0.221 0.131
H 15.0871 12.6413 14.6593 0.291 0.618 0.206
H 14.3703 11.6399 13.3657 -0.192 0.390 0.428
H 14.7619 10.9157 14.8879 0.431 0.076 0.080
H 12.7438 9.8850 15.0396 0.592 -0.696 -0.096
H 11.9394 10.6907 13.6543 0.034 -0.003 0.598
H 11.2557 10.6926 15.3907 1.172 0.103 -1.326
H 12.8100 13.8289 12.8668 0.105 0.424 -0.223
C 21.6085 19.9376 11.1982 -1.014 -1.602 0.385
C 20.2788 19.7134 10.4115 0.133 -1.168 0.059
C 20.4800 20.1569 8.9694 -0.187 0.195 -0.370
C 19.8955 18.1834 10.4275 0.270 1.417 1.547
C 18.4503 17.9536 10.0450 0.015 0.275 0.954
C 17.5386 18.8084 10.9218 -0.434 -0.252 -0.272
C 17.8469 20.2837 10.8950 0.359 2.156 -1.637
C 17.4565 21.0040 9.5355 -0.836 -1.780 0.261
C 17.0420 21.0897 11.9102 -0.081 -1.719 0.497
N 19.2580 20.4198 11.2431 0.520 -1.153 -0.836
O 19.6085 21.7577 11.2564 0.427 1.579 0.296
H 22.1677 20.8105 10.9428 0.153 0.690 -0.229
H 21.2491 19.9852 12.2316 0.549 0.171 0.027
H 22.2700 19.0642 11.1167 -0.125 0.159 -0.163
H 20.7759 21.1972 8.9192 0.212 0.411 -0.189
H 21.3167 19.5768 8.5811 0.034 0.047 -0.080
H 19.6306 20.0503 8.2842 0.335 -0.292 0.328
H 20.5556 17.5497 9.8652 0.542 0.051 -0.471
H 20.1141 17.9808 11.4944 -0.589 -0.579 -0.296
H 18.3002 18.1536 9.0072 -0.074 0.505 -0.909
H 18.1727 16.9124 10.1276 0.058 -0.423 0.255
H 17.5672 18.4626 11.9458 0.362 -0.125 0.279
H 16.5031 18.6653 10.6464 -0.443 -0.007 -0.390
H 17.4788 22.0718 9.6575 0.131 0.390 -0.073
H 16.4184 20.6869 9.3027 0.284 0.395 0.238
H 18.0041 20.6834 8.6636 0.274 0.132 -0.076
H 17.3555 20.7104 12.8895 -0.659 0.074 0.152
H 16.0104 20.8668 11.6332 -0.187 0.119 0.688
H 17.1595 22.1522 11.9243 0.462 0.545 -0.413
H 20.0217 21.9853 10.4058 -0.361 -0.060 0.107
C 17.9775 16.3314 20.2115 -0.658 -0.661 1.031
O 16.9241 16.7524 19.3998 -0.025 0.870 -0.974
C 15.8277 17.3741 20.0888 0.266 0.534 -1.685
C 15.0786 18.3231 19.0417 0.790 -2.112 1.378
C 15.9247 19.4163 18.5149 1.176 0.219 -0.394
N 13.8453 18.8343 19.5955 -0.347 0.190 0.410
H 17.5621 15.5691 20.8845 0.399 -0.301 0.123
H 18.3668 17.1053 20.8807 0.122 0.325 -0.262
H 18.7835 15.8880 19.6224 -0.209 0.207 -0.123
H 15.1686 16.5488 20.3621 -0.270 0.366 0.666
H 16.2621 17.9661 20.9073 -0.525 -0.156 0.215
H 14.8652 17.6421 18.2043 -0.182 0.091 0.123
H 15.3731 19.7534 17.6473 0.371 0.523 -0.511
H 16.9351 19.0610 18.2644 -0.324 0.078 -0.350
H 16.0544 20.2544 19.1934 -0.184 0.085 0.310
H 14.0326 19.1995 20.5311 -0.079 -0.109 -0.156
H 13.5896 19.6592 19.0480 -0.391 -0.227 0.110
C 15.7970 16.2024 8.0199 -1.176 1.692 0.388
O 14.7178 15.6573 8.7731 0.630 -0.341 0.451
C 14.8121 15.8531 10.1745 -1.025 0.089 0.288
C 13.7106 15.0674 10.9378 0.526 -0.298 -1.046
C 12.3307 15.1791 10.3634 -0.507 -0.784 -2.121
N 13.7007 15.3949 12.3372 -0.366 0.035 0.241
H 15.3497 16.4862 7.0599 0.434 -0.407 -0.039
H 16.6691 15.5848 7.9288 0.297 -0.735 -0.076
H 16.1291 17.1621 8.4691 -0.103 -0.338 -0.030
H 15.7409 15.5031 10.6370 0.330 0.055 -0.442
H 14.6830 16.9194 10.4144 0.275 0.040 -0.068
H 13.9809 14.0094 10.7625 -0.001 0.201 0.506
H 11.8087 16.1090 10.4105 -0.089 1.048 0.781
H 11.6494 14.4032 10.7691 0.486 0.333 -0.321
H 12.4368 15.0931 9.2433 -0.256 -0.536 1.027
H 13.3018 16.3273 12.4754 0.153 -0.275 0.069
H 14.6152 15.3691 12.7558 0.363 0.065 0.299
C 18.2735 18.5864 14.4511 0.220 0.829 0.260
O 18.7811 17.7618 15.4574 0.564 -0.496 -0.059
C 19.7417 18.4736 16.2128 -0.933 -0.354 0.181
C 19.9417 17.7435 17.4991 0.838 0.102 0.389
C 20.9032 18.4889 18.3752 1.629 -0.605 0.612
N 20.5543 16.4196 17.2810 0.155 0.456 0.523
H 17.5123 18.0271 13.8946 0.093 0.345 0.246
H 19.0849 18.9519 13.8051 -0.157 -0.270 -0.351
H 17.9195 19.5122 14.9633 -0.563 -0.418 -0.614
H 20.6760 18.6638 15.7218 0.771 -0.476 -0.799
H 19.3460 19.4698 16.3580 -0.297 0.521 0.639
H 19.0195 17.7889 18.0642 -0.738 -0.711 -0.117
H 21.8556 18.6834 17.8801 0.082 -0.113 -0.344
H 21.1889 17.7895 19.2012 -0.391 0.962 -0.137
H 20.5783 19.4591 18.7129 -0.499 0.129 0.434
H 20.8449 16.0073 18.1738 -0.210 0.145 -0.471
H 19.9712 15.7623 16.8036 -0.541 -0.241 -0.272
C 22.2327 11.8608 15.2287 -0.246 0.723 -0.884
O 23.2894 12.8281 15.1721 -0.576 -0.739 0.788
C 23.2154 13.5404 16.3715 1.089 1.526 0.119
C 24.3159 14.5622 16.4891 1.319 0.509 1.065
C 25.6280 13.9753 17.0378 -0.537 0.948 0.061
N 23.8356 15.6086 17.4454 -0.139 -0.312 -0.894
H 22.5213 10.9815 15.8359 -0.311 0.500 0.158
H 22.1594 11.5129 14.1912 -0.464 -0.034 0.232
H 21.2758 12.3956 15.5770 1.186 -1.200 -0.462
H 22.3494 14.1948 16.3792 -1.001 -0.536 0.191
H 23.3323 12.9372 17.2748 -0.666 -0.448 0.002
H 24.6306 14.9081 15.5031 -0.672 0.410 -0.320
H 25.7343 13.0243 16.5802 0.609 -0.931 -0.513
H 25.6399 13.8526 18.1129 -0.319 -0.044 0.326
H 26.4487 14.6476 16.7882 0.187 -0.218 -0.102
H 24.4837 16.3729 17.4575 0.792 0.218 0.251
H 23.0041 16.0729 17.0903 -0.390 -0.312 -0.112
C 21.8625 16.3961 13.7562 -0.748 -0.645 -1.306
O 22.7005 15.9429 12.6988 -0.370 -0.026 -0.243
C 21.9145 15.4568 11.5801 1.171 -0.042 0.741
C 21.9251 13.9426 11.6562 -0.293 -0.536 0.014
C 23.3884 13.4908 11.4848 -1.307 -0.952 0.943
N 20.9765 13.3481 10.7249 -0.916 1.290 -0.331
H 21.5717 17.4335 13.5044 -0.111 -0.200 0.568
H 22.4340 16.3244 14.6780 -0.284 0.075 0.151
H 20.9250 15.7406 13.7458 1.044 0.860 0.654
H 20.9263 15.8968 11.6744 -0.202 -0.078 -0.596
H 22.4755 15.7137 10.6922 -0.314 0.618 -0.487
H 21.6146 13.7934 12.6928 0.169 -0.651 0.399
H 23.5013 12.3903 11.4804 -0.160 0.445 0.211
H 23.8474 13.9155 12.3675 0.704 -0.133 -0.034
H 23.8338 13.8464 10.5844 0.256 0.517 -0.729
H 20.0002 13.5818 10.9609 0.739 0.195 -0.089
H 20.9696 12.3626 10.5671 0.551 -0.744 0.230
C 15.8546 12.0205 9.5850 -1.222 0.429 0.065
O 16.7417 11.0070 9.7874 1.192 -1.611 -0.305
C 17.5670 11.2009 10.9069 0.810 -0.260 -1.032
C 18.5845 10.0769 11.0113 0.178 0.388 -0.949
C 19.1264 9.9968 12.4057 0.310 -0.152 0.791
N 19.7743 10.3082 10.1332 -0.757 0.535 0.262
H 15.2113 11.7442 8.7530 -0.457 -0.241 0.269
H 16.3609 12.8796 9.2085 0.484 1.305 0.117
H 15.2839 12.2421 10.5222 0.134 0.037 -0.710
H 18.1462 12.1122 10.8278 -0.027 0.739 -0.051
H 16.9114 11.2474 11.7417 -0.376 0.014 1.328
H 18.0213 9.1804 10.7374 0.188 -0.294 0.096
H 18.3402 9.8740 13.1474 -0.180 0.096 0.031
H 19.7351 10.8776 12.6784 -0.281 -0.494 -0.265
H 19.7501 9.1145 12.4999 0.314 -0.161 0.045
H 19.6172 10.4657 9.1382 -0.305 -0.356 0.457
H 20.4610 9.5889 10.2829 0.087 -0.206 -0.187
C 14.7359 18.6395 13.1969 -0.012 0.333 -0.620
O 13.3862 18.4895 12.8041 -0.488 -0.147 -0.602
C 12.7651 19.6847 12.3183 0.779 0.557 -0.408
C 13.0883 19.9898 10.8443 1.128 -1.332 0.281
C 12.4377 21.1999 10.2862 -0.390 2.601 0.374
N 12.6606 18.8258 10.0528 1.040 -0.798 -0.232
H 15.3944 18.9783 12.4074 -0.211 0.487 -0.399
H 15.2154 17.7104 13.4711 -0.620 -0.420 0.472
H 14.7134 19.3670 13.9785 0.630 0.474 0.893
H 11.7024 19.5357 12.3869 -0.534 -0.165 0.231
H 13.0572 20.5802 12.9047 -0.073 -0.496 0.081
H 14.1932 20.2031 10.7850 -0.604 -0.482 0.064
H 12.9603 21.6037 9.3821 -0.542 -0.606 0.545
H 12.4950 22.0475 11.0257 0.135 -0.636 -0.514
H 11.3630 21.0996 10.0971 0.262 -0.339 -0.179
H 13.1309 18.8832 9.1390 -0.459 -0.193 0.372
H 12.9841 17.9258 10.4748 -0.323 1.242 -0.334
C 9.8631 17.2511 18.7555 -0.780 -0.622 -0.824
O 9.9019 18.6099 18.3964 -1.237 0.164 -0.515
C 10.7576 18.8284 17.2900 0.744 -0.342 0.592
C 11.0108 20.2755 17.0414 -1.436 1.826 0.390
C 11.9052 20.5641 15.8260 0.614 -0.212 0.469
N 11.5955 20.8371 18.2496 0.742 0.558 1.340
H 10.8383 16.9258 18.9788 1.556 -0.524 0.407
H 9.4782 16.5337 17.9880 0.101 0.850 -0.007
H 9.2566 17.0683 19.6245 -0.363 0.509 0.435
H 11.6877 18.4058 17.6501 0.854 -0.258 -0.507
H 10.4809 18.3546 16.3589 -0.580 -0.508 -0.189
H 10.0457 20.8443 16.8829 0.476 -0.932 -0.229
H 11.3652 20.4111 14.8906 -0.028 0.022 0.052
H 12.7813 19.8702 15.8301 -0.453 0.596 -0.003
H 12.2656 21.6225 15.8707 -0.245 -0.895 -0.068
H 11.1903 20.5262 19.1508 0.015 -0.233 -1.172
H 11.4820 21.8449 18.2696 0.154 -0.035 -0.185
C 15.3677 16.1027 15.5421 -0.368 -0.769 0.638
O 15.9880 15.8272 14.3170 0.777 0.005 -0.854
C 17.0848 14.9440 14.5092 -0.812 -1.038 -0.439
C 17.5124 14.2068 13.2319 1.293 0.349 -0.687
C 18.7136 13.2354 13.6106 -1.655 0.564 -0.778
N 18.0872 15.1251 12.1925 -0.482 -0.686 -0.007
H 14.3354 16.3962 15.3182 0.258 0.280 0.255
H 15.9256 16.8210 16.1836 -0.325 -0.236 -0.482
H 15.3339 15.1187 16.0533 -0.370 0.635 0.394
H 17.9417 15.4796 14.8513 0.738 0.586 0.649
H 16.7406 14.2282 15.2877 0.638 0.035 -0.416
H 16.6547 13.7128 12.7798 -0.020 -0.306 -0.001
H 19.1588 12.6849 12.7559 -0.650 0.627 0.496
H 18.3833 12.5408 14.3796 0.291 -0.071 0.173
H 19.4501 13.9343 13.9624 0.698 -0.008 0.547
H 18.6394 15.8498 12.6172 0.153 0.363 0.150
H 17.4506 15.5383 11.5109 0.012 -0.215 0.714
```
Positions in Å, forces in eV/Å.

The SMILES is CC1(C)CCCC(C)(C)N1O.CC1(C)CCCC(C)(C)N1O.CC1(C)CCCC(C)(C)N1O.COC[C@H](C)N.COC[C@H](C)N.COC[C@H](C)N.COC[C@H](C)N.COC[C@H](C)N.COC[C@H](C)N.COC[C@H](C)N.COC[C@H](C)N.COC[C@H](C)N. Its relative energy (zero: lowest compared OMol25 entry of this formula, charge and spin) is 17.1 kcal per mole. Its total energy is -4053.55178 a.u.

Atomic partial charges in e from the Löwdin method, atoms 1 to 99:
1 C -0.0376
2 C -0.5156
3 C -0.0354
4 C -0.1295
5 C -0.1550
6 C -0.0939
7 C -0.5230
8 C -0.0198
9 C -0.0496
10 N -0.1112
11 O -0.0775
12 H 0.0636
13 H 0.0914
14 H 0.0638
15 H 0.0819
16 H 0.0820
17 H 0.0861
18 H 0.1259
19 H 0.1193
20 H 0.1128
21 H 0.0741
22 H 0.1107
23 H 0.1236
24 H 0.0971
25 H 0.0622
26 H 0.1008
27 H 0.0597
28 H 0.0698
29 H 0.0805
30 H 0.1361
31 C -0.0357
32 C -0.5328
33 C -0.0348
34 C -0.1385
35 C -0.1759
36 C -0.1360
37 C -0.5018
38 C -0.0168
39 C -0.0224
40 N -0.0674
41 O -0.0722
42 H 0.0814
43 H 0.0888
44 H 0.0808
45 H 0.0733
46 H 0.0705
47 H 0.0909
48 H 0.1083
49 H 0.1188
50 H 0.1047
51 H 0.0946
52 H 0.1096
53 H 0.1200
54 H 0.0615
55 H 0.0891
56 H 0.0583
57 H 0.0676
58 H 0.0938
59 H 0.0843
60 H 0.0355
61 C -0.0145
62 C -0.4742
63 C -0.0336
64 C -0.1156
65 C -0.1576
66 C -0.1335
67 C -0.4921
68 C -0.0038
69 C -0.0217
70 N -0.1135
71 O -0.0231
72 H 0.0702
73 H 0.0839
74 H 0.0891
75 H 0.0751
76 H 0.0987
77 H 0.0669
78 H 0.1122
79 H 0.1007
80 H 0.0992
81 H 0.0847
82 H 0.0835
83 H 0.0954
84 H 0.0753
85 H 0.0860
86 H 0.0450
87 H 0.0834
88 H 0.0614
89 H 0.0789
90 H 0.0881
91 C -0.1372
92 O -0.2293
93 C -0.1388
94 C -0.4497
95 C -0.0665
96 N 0.0386
97 H 0.0875
98 H 0.0908
99 H 0.0617